P) # C2HClO

An isolated molecule of C2HClO (ωB97M-V/def2-TZVPD, OMol25).

CARTESIAN COORDINATES (ANGSTROEM)
C1 0.3067 -0.7818 -0.3135
H1 0.8831 1.2771 0.3323
O1 0.0810 -1.7753 -0.8250
C2 0.1902 0.4972 0.3419
Cl1 -1.4610 0.7828 0.4642

As for the charge: 0. As for the LUMO energy: 0.1 eV. The structure (SMILES) is O=C=CCl.



Q) # C2HClO

An isolated molecule of C2HClO (ωB97M-V/def2-TZVPD, OMol25).

CARTESIAN COORDINATES (ANGSTROEM)
O1 -2.0182 -0.9871 -1.9606
H1 0.0300 -0.0462 0.2652
C1 -0.9750 -0.5780 -1.4383
C2 0.0909 0.1767 -0.6984
Cl1 1.5778 0.3146 -1.5525

As for the charge: 0. As for the LUMO energy: -0.2 eV. The structure (SMILES) is O=C=CCl.



R) # C2HClO

An isolated molecule of C2HClO (ωB97M-V/def2-TZVPD, OMol25).

CARTESIAN COORDINATES (ANGSTROEM)
C1 0.7853 1.0927 1.0392
O1 0.8596 1.8936 1.9215
C2 0.6996 0.2549 0.0801
H1 -0.3168 -0.3295 -0.1957
Cl1 2.1092 -0.3261 -0.6966

As for the charge: 0. As for the LUMO energy: -0.1 eV. The structure (SMILES) is O=C=CCl.



The most stable structure shown above is R); the least stable is Q).